This record from the Open Molecules 2025 dataset describes an isolated molecule of C6H8. The level of theory is wB97M-V/def2-TZVPD.

Geometry as XYZ:
```
14
Properties=species:S:1:pos:R:3:forces:R:3:mulliken_charge:R:1
C -1.065 -0.050 -0.014 4.2 -2.3 -1.2 0.10
C -2.289 -0.482 0.058 -0.6 0.1 0.1 -0.64
C -0.199 1.177 0.001 0.0 0.3 0.1 -0.58
C 1.590 -0.508 0.589 0.1 -0.1 0.1 -0.61
C 0.720 -0.935 -0.524 -4.0 1.8 1.3 -0.30
C 1.110 0.517 -0.406 0.0 0.2 0.0 -0.24
H -2.542 -1.523 -0.055 0.1 -0.1 -0.1 0.25
H -3.120 0.192 0.244 0.0 0.1 0.1 0.25
H -0.549 1.928 -0.712 0.0 0.0 0.0 0.33
H -0.158 1.641 0.994 0.0 0.1 -0.1 0.24
H 1.210 -0.493 1.599 -0.1 0.0 0.2 0.19
H 2.632 -0.795 0.526 0.1 0.0 -0.1 0.26
H 0.836 -1.697 -1.262 0.2 -0.2 -0.3 0.36
H 1.824 1.028 -1.039 0.1 0.0 0.0 0.40
```
Forces are in eV/Å.

The calculation puts the energy at -6347.4283 eV. The HOMO energy comes out at -8.8 eV. For the LUMO energy, the calculation gives 0.0440 hartree. As for the net charge: 0. Its energy relative to the best compared isomer or geometry (same formula, charge and spin) is 323.8 kJ/mol. As for the multiplicity: 1.

=====

This record from the Open Molecules 2025 dataset describes an isolated molecule of C6H8. The level of theory is wB97M-V/def2-TZVPD.

Geometry as XYZ:
```
14
Properties=species:S:1:pos:R:3:forces:R:3:mulliken_charge:R:1
C 1.082 1.168 -0.477 0.0 0.1 0.0 -1.38
C 0.439 -0.223 -0.383 -0.1 -0.1 0.0 0.40
C 0.327 -0.746 1.065 0.0 0.0 0.1 -0.52
C -1.113 -0.793 1.493 0.2 0.1 -0.4 -0.56
C -1.828 -0.493 0.258 0.0 0.0 0.0 -0.34
C -1.005 -0.188 -0.772 0.0 0.0 0.1 -0.45
H 1.015 1.576 -1.492 0.0 -0.1 0.1 0.38
H 2.139 1.123 -0.198 -0.2 0.0 0.0 0.34
H 0.990 -0.908 -1.042 -0.1 0.1 0.1 0.30
H 0.937 -0.186 1.785 -0.1 -0.1 -0.1 0.36
H 0.676 -1.788 1.152 0.0 0.1 0.0 0.33
H 0.578 1.864 0.204 0.1 -0.1 -0.1 0.36
H -2.913 -0.492 0.184 0.2 0.0 0.0 0.40
H -1.325 0.085 -1.778 0.0 0.0 0.2 0.38
```
Forces are in eV/Å.

The calculation puts the energy at -6348.0707 eV. The HOMO energy comes out at -8.1 eV. For the LUMO energy, the calculation gives -0.0117 hartree. As for the net charge: 0. Its energy relative to the best compared isomer or geometry (same formula, charge and spin) is 261.8 kJ/mol. As for the multiplicity: 1.

=====

This record from the Open Molecules 2025 dataset describes an isolated molecule of C6H8. The level of theory is wB97M-V/def2-TZVPD.

Geometry as XYZ:
```
14
Properties=species:S:1:pos:R:3:forces:R:3:mulliken_charge:R:1
C -1.182 0.801 0.542 -0.1 0.1 0.1 -1.23
C -0.335 0.252 -0.634 0.0 -0.1 0.0 0.12
C 1.112 0.689 -0.299 0.1 0.1 0.1 -0.51
C 1.570 -0.280 0.759 0.0 -0.2 -0.4 -0.54
C 0.820 -1.482 0.406 0.1 0.0 0.0 -0.37
C -0.202 -1.223 -0.444 0.0 0.1 0.2 -0.28
H -2.129 0.271 0.679 0.0 0.1 -0.2 0.36
H -1.377 1.871 0.433 0.0 -0.1 -0.1 0.33
H -0.749 0.555 -1.604 0.1 -0.1 0.2 0.38
H 1.207 1.751 -0.053 0.0 -0.2 0.1 0.31
H 1.791 0.478 -1.140 -0.1 0.1 0.0 0.33
H -0.593 0.659 1.456 -0.2 0.0 -0.1 0.33
H 1.012 -2.454 0.852 0.1 0.1 -0.2 0.38
H -0.887 -1.951 -0.879 0.0 0.1 0.2 0.40
```
Forces are in eV/Å.

The calculation puts the energy at -6347.7565 eV. The HOMO energy (spin up / spin down) comes out at -8.1 / -8.1 eV. For the LUMO energy (spin up / spin down), the calculation gives -0.0158 / -0.0158 hartree. As for the net charge: 0. Its energy relative to the best compared isomer or geometry (same formula, charge and spin) is 292.1 kJ/mol. As for the multiplicity: 1.

=====

This record from the Open Molecules 2025 dataset describes an isolated molecule of C6H8. The level of theory is wB97M-V/def2-TZVPD.

Geometry as XYZ:
```
14
Properties=species:S:1:pos:R:3:forces:R:3:mulliken_charge:R:1
C 0.254 1.142 -0.082 3.0 -2.5 0.8 -0.60
C -0.578 -0.023 -0.074 -2.0 -2.4 -0.4 0.45
C 1.576 -0.749 0.005 1.2 0.4 -1.0 -0.32
C 1.564 0.819 0.102 -2.8 -2.8 -1.4 -0.67
C 0.154 -1.145 -0.068 0.6 -1.5 0.7 -0.39
C -2.067 0.188 0.064 0.4 -0.4 -0.4 -1.28
H -0.123 2.048 -0.301 -1.2 3.2 -0.2 0.56
H 2.028 -1.256 -0.939 0.0 1.4 1.3 0.26
H 2.034 -1.237 0.853 0.4 -0.1 0.3 0.30
H 2.347 1.498 0.080 1.6 0.9 0.0 0.43
H 0.037 -2.292 0.011 -0.8 2.3 -0.2 0.29
H -2.399 0.759 -0.779 -0.4 0.5 -0.5 0.31
H -2.002 0.850 0.887 -1.1 0.8 1.1 0.34
H -2.826 -0.604 0.241 1.1 0.1 0.0 0.32
```
Forces are in eV/Å.

Its SMILES is CC1=CCC=C1. The calculation puts the energy at -6349.6616 eV. The HOMO energy comes out at -8.3 eV. For the LUMO energy, the calculation gives 0.0424 hartree. As for the net charge: 0. Its energy relative to the best compared isomer or geometry (same formula, charge and spin) is 108.3 kJ/mol. As for the multiplicity: 1.

=====

This record from the Open Molecules 2025 dataset describes a structure of composition C6H8. The level of theory is wB97M-V/def2-TZVPD.

Geometry as XYZ:
```
14
Properties=species:S:1:pos:R:3:forces:R:3:mulliken_charge:R:1
C -1.647 -0.430 0.373 -4.0 -1.7 -0.9 -0.18
C -0.443 0.902 -1.542 -1.6 1.3 -3.4 -0.93
C -0.498 -0.810 1.176 1.6 -0.1 3.9 -0.49
C -0.734 0.382 -0.366 3.5 2.4 -2.8 0.26
C 0.341 0.012 0.510 0.4 -1.3 2.5 0.47
C 1.806 0.037 0.456 1.6 0.6 -0.6 -1.20
H -1.993 -1.197 -0.346 -0.3 -0.2 0.6 0.17
H -2.533 0.022 0.807 0.0 0.2 0.3 0.24
H -1.086 1.051 -2.465 -0.2 -0.4 1.6 0.24
H 0.501 1.324 -1.896 0.3 -0.4 1.2 0.26
H -0.380 -1.298 2.208 -0.2 0.2 -2.0 0.30
H 2.335 1.019 0.325 -0.9 -0.6 0.2 0.29
H 1.964 -0.501 -0.483 0.6 0.0 -0.1 0.28
H 2.366 -0.514 1.243 -0.9 0.3 -0.3 0.31
```
Forces are in eV/Å.

The calculation puts the energy at -6348.3894 eV. The HOMO energy comes out at -8.5 eV. For the LUMO energy, the calculation gives 0.0371 hartree. As for the net charge: 0. Its energy relative to the best compared isomer or geometry (same formula, charge and spin) is 231.0 kJ/mol. As for the multiplicity: 1.

=====

This record from the Open Molecules 2025 dataset describes an isolated molecule of C6H8. The level of theory is wB97M-V/def2-TZVPD.

Geometry as XYZ:
```
14
Properties=species:S:1:pos:R:3:forces:R:3:mulliken_charge:R:1
C -0.750 1.165 -2.524 -0.1 -0.2 0.4 0.11
C -0.783 0.837 -1.364 0.0 0.2 -0.4 -0.86
C -0.539 0.477 0.029 0.0 0.1 -0.1 0.18
C -0.637 -1.004 0.503 -0.2 -0.1 -0.1 -0.63
C 0.679 -0.787 1.284 0.0 -0.1 0.2 -0.51
C 0.975 0.402 0.355 0.2 0.1 0.0 -0.71
H -0.691 1.434 -3.555 -0.1 0.0 0.2 0.40
H -1.071 1.140 0.729 0.2 -0.2 -0.3 0.29
H -1.531 -1.295 1.062 0.2 0.1 -0.1 0.30
H -0.497 -1.690 -0.339 0.0 0.1 0.1 0.28
H 0.478 -0.444 2.304 0.0 -0.1 -0.1 0.23
H 1.401 -1.610 1.314 -0.2 0.2 0.0 0.31
H 1.505 0.075 -0.547 0.0 0.1 0.2 0.28
H 1.460 1.299 0.749 -0.1 -0.1 0.0 0.34
```
Forces are in eV/Å.

Its SMILES is C#CC1CCC1. The calculation puts the energy at -6349.0541 eV. The HOMO energy comes out at -9.7 eV. For the LUMO energy, the calculation gives 0.0435 hartree. As for the net charge: 0. Its energy relative to the best compared isomer or geometry (same formula, charge and spin) is 166.9 kJ/mol. As for the multiplicity: 1.